Run i
Entry from the OMol25 dataset: a gas-phase ion, C5H12N3O (charge +1) (ωB97M-V/def2-TZVPD).

Computed properties:
HOMO-LUMO gap ... 8.82 eV
E_LUMO ... -4.45 eV
HOMO ... -13.277 eV

Geometry as ORCA input:
```
! RIJCOSX wB97M-V def2-TZVPD def2/J DEFGRID3
* xyz 1 1
C 2.81 -1.28 1.76
N 2.07 -0.81 0.87
N 1.40 0.37 1.14
C 0.28 0.51 0.19
C -0.35 1.95 0.54
O 0.97 0.62 -1.04
C -1.06 -0.29 -0.02
N -1.30 -0.56 -1.26
C -2.46 -0.86 -1.96
H 3.08 -0.78 2.73
H 3.36 -2.18 1.53
H 1.37 0.61 2.05
H 0.50 2.31 1.18
H -1.30 1.93 1.07
H -0.42 2.43 -0.54
H 1.66 -0.05 -0.97
H -1.75 -0.27 0.88
H -0.41 -0.50 -1.75
H -3.46 -1.01 -1.42
H -2.58 -0.22 -2.73
H -2.43 -1.91 -2.26
*
```

Run ii
Entry from the OMol25 dataset: 3 unconnected molecules or ions with the total composition C5H12N3O (ωB97M-V/def2-TZVPD).

Computed properties:
HOMO-LUMO gap ... 10.80 eV
E_LUMO ... -3.07 eV
HOMO ... -13.869 eV

Geometry as ORCA input:
```
! RIJCOSX wB97M-V def2-TZVPD def2/J DEFGRID3
* xyz 1 1
C -0.87 -2.74 -1.50
C 3.66 0.73 0.52
C -1.04 0.05 0.48
C -2.37 -0.19 1.16
C 0.06 1.17 -1.32
N -0.10 -2.16 -0.93
N 0.07 -0.26 1.19
N -1.09 0.63 -0.67
O 2.51 1.05 0.51
H -1.59 -3.46 -1.93
H 4.37 1.27 1.17
H 4.21 0.39 -0.39
H -2.63 0.83 1.62
H -2.36 -0.88 1.98
H -3.20 -0.35 0.45
H 0.55 0.23 -1.76
H -0.07 2.04 -2.03
H 0.72 1.48 -0.43
H 1.04 -0.10 0.70
H 0.06 -0.59 2.18
H -1.94 0.87 -1.00
*
```

What are the relative energies? In hartree: run i 0.0669; run ii 0.0000.

Run i
Entry from the OMol25 dataset: a single CH3N5 molecule (ωB97M-V/def2-TZVPD).

Computed properties:
HOMO-LUMO gap ... 9.38 eV
E_LUMO ... 0.21 eV
HOMO ... -9.168 eV

Geometry as ORCA input:
```
! RIJCOSX wB97M-V def2-TZVPD def2/J DEFGRID3
* xyz 0 1
H 2.20 0.55 -0.20
N 2.00 -0.47 -0.10
C 0.78 -0.38 0.05
N -0.08 -1.44 0.00
N -1.34 -1.05 -0.03
N -1.30 0.17 -0.04
N -0.06 0.76 -0.13
H -2.11 0.59 -0.49
H -0.09 1.27 0.94
*
```

Run ii
Entry from the OMol25 dataset: a single CH3N5 molecule (ωB97M-V/def2-TZVPD).

Computed properties:
HOMO-LUMO gap ... 9.87 eV
E_LUMO ... 0.38 eV
HOMO ... -9.492 eV

Geometry as ORCA input:
```
! RIJCOSX wB97M-V def2-TZVPD def2/J DEFGRID3
* xyz 0 1
N 0.26 -0.57 -1.42
C 0.25 0.09 -0.25
N 1.29 -0.04 0.62
N 0.75 0.44 1.99
N -0.44 0.84 1.77
N -0.81 0.48 0.54
H -0.69 -0.97 -1.68
H 1.08 -1.13 -1.61
H -1.71 0.87 0.03
*
```

What are the relative energies? In hartree: run i 0.0580; run ii 0.0000.

Run i
Entry from the OMol25 dataset: a gas-phase ion, C8H12N (charge +1) (ωB97M-V/def2-TZVPD).

Computed properties:
HOMO-LUMO gap ... 8.78 eV
E_LUMO ... -4.39 eV
HOMO ... -13.165 eV

Geometry as ORCA input:
```
! RIJCOSX wB97M-V def2-TZVPD def2/J DEFGRID3
* xyz 1 1
C 0.04 1.66 0.27
C -1.24 1.30 0.43
C 1.34 -1.36 0.53
C 2.31 0.51 -0.71
C 1.98 -0.02 0.70
C 0.24 -0.73 -0.39
C 0.90 0.60 -0.22
C -2.65 -0.52 -0.54
N -1.57 -0.09 0.34
H 0.36 2.62 0.49
H -1.98 2.02 0.96
H 1.89 -2.09 -0.05
H 1.11 -1.95 1.42
H 2.94 1.39 -0.77
H 2.51 -0.12 -1.52
H 2.47 0.36 1.53
H 0.14 -1.13 -1.36
H -2.40 -0.63 -1.61
H -3.10 -1.40 -0.22
H -3.53 0.16 -0.58
H -1.74 -0.59 1.29
*
```

Run ii
Entry from the OMol25 dataset: a gas-phase ion, C8H12N (charge +1) (ωB97M-V/def2-TZVPD).

Computed properties:
HOMO-LUMO gap ... 10.87 eV
E_LUMO ... -3.03 eV
HOMO ... -13.899 eV

Geometry as ORCA input:
```
! RIJCOSX wB97M-V def2-TZVPD def2/J DEFGRID3
* xyz 1 1
C 2.34 -1.39 0.14
C 1.60 -0.37 -0.16
C 1.65 1.27 -0.26
C 0.34 1.29 -0.10
C -0.58 2.37 0.15
N 0.13 -0.21 -0.06
C -0.78 -0.79 -1.12
C -1.80 -1.33 -0.04
C -0.87 -0.72 0.94
H 1.99 -2.43 0.25
H 3.46 -1.32 0.04
H 2.42 1.92 -0.10
H -0.36 2.69 1.13
H -1.63 2.04 0.23
H -0.53 3.24 -0.60
H -0.10 -1.41 -1.66
H -1.29 -0.10 -1.80
H -2.80 -0.91 -0.12
H -1.69 -2.43 0.02
H -1.13 0.13 1.50
H -0.37 -1.53 1.63
*
```

What are the relative energies? In hartree: run i 0.0166; run ii 0.0000.

Run i
Entry from the OMol25 dataset: a molecular structure, C3H3ClO2 (ωB97M-V/def2-TZVPD).

Computed properties:
HOMO-LUMO gap (alpha / beta) ... 5.94 / 5.94 eV
E_LUMO (alpha / beta) ... -2.23 / -2.24 eV
HOMO (alpha / beta) ... -8.176 / -8.176 eV

Geometry as ORCA input:
```
! RIJCOSX wB97M-V def2-TZVPD def2/J DEFGRID3
* xyz 0 1
C 0.30 0.01 -0.19
C -2.67 -0.47 0.15
C 1.36 0.63 -0.43
O -0.81 -0.48 0.08
O -3.30 -0.31 1.09
Cl 3.60 0.06 0.80
H -2.36 -1.07 -0.71
H 1.76 1.15 -1.30
H 2.12 0.49 0.50
*
```

Run ii
Entry from the OMol25 dataset: 2 unconnected molecules or ions with the total composition C3H3ClO2 (ωB97M-V/def2-TZVPD).

Computed properties:
HOMO-LUMO gap ... 8.64 eV
E_LUMO ... -0.53 eV
HOMO ... -9.172 eV

Geometry as ORCA input:
```
! RIJCOSX wB97M-V def2-TZVPD def2/J DEFGRID3
* xyz 0 1
C 3.71 -1.33 -0.11
C 1.27 1.03 0.68
C 0.04 0.40 0.15
O 3.09 -2.06 -0.78
O 4.28 -0.57 0.54
Cl 1.44 2.60 -0.06
H -0.70 0.50 1.02
H 0.12 -0.68 0.15
H -0.40 0.89 -0.69
*
```

What are the relative energies? In hartree: run i 0.1214; run ii 0.0000.

Run i
Entry from the OMol25 dataset: 2 unconnected molecules or ions with the total composition C2H2BrN3 (ωB97M-V/def2-TZVPD).

Computed properties:
HOMO-LUMO gap ... 10.65 eV
E_LUMO ... 0.10 eV
HOMO ... -10.554 eV

Geometry as ORCA input:
```
! RIJCOSX wB97M-V def2-TZVPD def2/J DEFGRID3
* xyz 0 1
N 1.90 0.31 1.13
C 1.00 -0.30 0.80
N -0.07 -1.00 0.67
C -1.20 -0.75 0.32
N -2.35 -0.85 0.10
H -3.02 -1.19 -0.63
Br 1.82 2.14 -1.88
H 1.92 1.64 -0.51
*
```

Run ii
Entry from the OMol25 dataset: 2 unconnected molecules or ions with the total composition C2H2BrN3 (ωB97M-V/def2-TZVPD).

Computed properties:
HOMO-LUMO gap ... 10.57 eV
E_LUMO ... 0.26 eV
HOMO ... -10.312 eV

Geometry as ORCA input:
```
! RIJCOSX wB97M-V def2-TZVPD def2/J DEFGRID3
* xyz 0 1
N -1.56 2.11 -0.88
C -1.32 1.03 -0.63
N -1.28 -0.24 -0.46
C -0.72 -1.24 -0.07
N -0.41 -2.29 0.42
H 0.11 -3.19 0.42
Br 1.95 1.53 0.72
H 3.23 2.28 0.48
*
```

What are the relative energies? In hartree: run i 0.0000; run ii 0.0063.

Run i
Entry from the OMol25 dataset: a gas-phase ion, C4H6NS (charge +1) (ωB97M-V/def2-TZVPD).

Computed properties:
HOMO-LUMO gap ... 7.71 eV
E_LUMO ... -6.00 eV
HOMO ... -13.709 eV

Geometry as ORCA input:
```
! RIJCOSX wB97M-V def2-TZVPD def2/J DEFGRID3
* xyz 1 1
C -1.75 1.61 -0.05
C -0.56 0.94 0.08
N 0.47 0.45 0.15
C 1.70 -0.07 0.00
C 1.84 -1.48 0.09
S 2.90 1.05 -0.10
H -2.29 0.67 -0.37
H -1.94 2.45 -0.68
H -2.02 1.96 0.94
H 2.75 -1.78 0.53
H 1.83 -2.05 -0.82
H 1.18 -1.83 0.77
*
```

Run ii
Entry from the OMol25 dataset: a gas-phase ion, C4H6NS (charge +1) (ωB97M-V/def2-TZVPD).

Computed properties:
HOMO-LUMO gap ... 10.03 eV
E_LUMO ... -4.58 eV
HOMO ... -14.611 eV

Geometry as ORCA input:
```
! RIJCOSX wB97M-V def2-TZVPD def2/J DEFGRID3
* xyz 1 1
C -0.75 0.29 -1.59
C -0.37 -1.05 -0.95
C -0.11 0.23 -0.31
N 0.49 0.80 0.60
C 0.85 0.33 1.91
S 1.02 2.12 1.49
H -1.90 0.54 -1.68
H -0.24 0.48 -2.47
H 0.50 -1.60 -1.21
H -1.06 -1.89 -0.43
H -0.12 0.05 2.35
H 1.67 -0.28 2.30
*
```

What are the relative energies? In hartree: run i 0.0000; run ii 0.0615.